Entry 1:
{"formula": "C6H9NS", "method": "ωB97M-V/def2-TZVPD", "charge": 0, "gap_ev": 7.46, "lumo_energy_ev": 0.111, "multiplicity": 1, "elements": ["C", "C", "C", "C", "C", "C", "N", "S", "H", "H", "H", "H", "H", "H", "H", "H", "H"], "xyz": [[-0.00226, 1.89035, -0.24868], [-1.24682, 1.93295, 0.24539], [0.65594, 1.04726, -1.12422], [-1.72437, -0.83328, 0.09221], [1.85850, -0.77746, 0.54117], [1.63753, 0.05451, -0.86357], [-2.38232, -1.95796, 0.08860], [-2.55978, 0.61212, -0.00075], [0.67607, 2.78456, -0.29031], [-1.62164, 2.86404, 0.61358], [2.35655, -0.17212, 1.33792], [2.42252, -1.74368, 0.42368], [0.83936, -0.98953, 1.01045], [1.87962, -0.65109, -1.71084], [2.58136, 0.66813, -0.90483], [-1.94518, -2.72770, 0.49942], [-3.42508, -2.00110, 0.29078]], "forces_ev_per_angstrom": [[0.203, 0.041, -0.465], [-0.691, -0.952, -0.475], [-0.261, -0.680, -0.372], [1.620, 1.062, 0.074], [-1.535, 0.543, 0.435], [2.663, -2.290, 1.282], [-3.381, 0.423, 0.489], [0.883, 1.443, 0.221], [-0.685, -0.248, 0.535], [-0.431, 0.106, 0.383], [-0.077, -0.266, -0.876], [-0.555, 1.071, -0.218], [1.202, 0.038, -0.941], [-0.753, 0.771, 0.594], [-0.589, 0.159, -0.172], [1.061, -1.389, 0.145], [1.326, 0.165, -0.640]]}

***

Entry 2:
{"formula": "C6H9NS", "method": "ωB97M-V/def2-TZVPD", "charge": 0, "smiles": "CCC1=CC(=S)NC1", "gap_ev": 8.60, "lumo_energy_ev": 0.395, "multiplicity": 1, "elements": ["C", "C", "C", "C", "C", "S", "N", "C", "H", "H", "H", "H", "H", "H", "H", "H", "H"], "xyz": [[2.25834, -0.69167, 0.58883], [1.38252, -0.42475, -0.62740], [-0.07983, -0.12389, -0.25473], [-1.14808, -0.93481, -0.15888], [-2.41474, -0.14583, -0.00937], [-3.95623, -0.69908, 0.06061], [-2.00489, 1.17156, 0.00912], [-0.56049, 1.29076, -0.00665], [2.23451, 0.21318, 1.22555], [3.30915, -0.83542, 0.30014], [1.90983, -1.53827, 1.18476], [1.47244, -1.27827, -1.37799], [1.78475, 0.46295, -1.16956], [-1.09865, -1.97507, -0.26431], [-2.67417, 1.83768, 0.31966], [-0.23134, 1.98823, -0.77181], [-0.18312, 1.68272, 0.95203]], "forces_ev_per_angstrom": [[0.269, 0.726, 0.375], [-0.457, -0.306, -0.958], [-0.127, 0.089, -0.244], [0.168, 1.606, -0.226], [1.290, 0.318, -0.040], [0.086, 0.066, 0.078], [-0.044, -2.018, -0.051], [0.109, 0.315, 0.221], [0.050, -0.483, -0.058], [-0.332, -0.124, 0.059], [0.064, 0.055, -0.145], [-0.450, 0.944, 1.037], [-0.303, -0.507, 0.360], [-0.295, -1.295, -0.165], [-0.103, 0.696, 0.138], [0.088, 0.064, -0.265], [-0.012, -0.146, -0.116]]}

***

Entry 3:
{"formula": "C6H9NS2", "method": "ωB97M-V/def2-TZVPD", "charge": 0, "gap_ev": [8.17, 7.11], "lumo_energy_ev": [-0.698, 0.039], "multiplicity": 1, "elements": ["C", "C", "C", "C", "C", "C", "N", "S", "S", "H", "H", "H", "H", "H", "H", "H", "H", "H"], "xyz": [[-1.21356, 0.48256, 1.29443], [-1.52248, -0.18460, 2.39679], [0.20667, 0.31914, 0.98215], [0.15585, 1.86586, -0.98483], [0.14352, -2.18332, -1.91899], [0.83852, 0.91169, -0.09572], [0.83939, -0.60787, 1.72245], [-0.13625, -1.10555, 2.90161], [2.51266, 0.57274, -0.34975], [-1.90475, 1.14482, 0.65680], [-2.41362, -0.20632, 2.88109], [-0.83588, 2.20061, -0.59083], [-0.10003, 1.56792, -2.02193], [0.90076, 2.72726, -1.30619], [-0.42387, -1.32536, -2.31284], [0.23858, -3.16124, -2.35391], [0.24182, -2.30141, -0.89620], [2.47264, -0.71692, -0.00413]], "forces_ev_per_angstrom": [[0.137, 2.004, -1.968], [2.249, -0.936, -0.290], [-1.200, -1.151, -0.048], [0.426, 2.251, -1.621], [-0.678, 0.166, -1.056], [0.396, 0.144, -0.631], [-0.027, 0.815, -0.075], [-0.910, -0.163, 0.609], [0.323, 0.252, -0.678], [1.111, -1.252, 1.444], [-2.416, -0.209, 1.395], [1.258, 0.291, -0.107], [0.238, -0.887, 0.484], [-1.616, -1.109, 1.220], [0.520, -0.776, -0.001], [-0.100, 0.145, -1.009], [0.265, 0.491, 2.108], [0.024, -0.077, 0.223]]}

***

Entry 4:
{"formula": "C6H9NaO5Tb", "method": "ωB97M-V/def2-TZVPD", "charge": 1, "s_squared": 12.813, "gap_ev": [7.67, 7.95], "lumo_energy_ev": [-3.809, -3.493], "multiplicity": 7, "elements": ["O", "C", "C", "O", "Tb", "H", "H", "O", "C", "C", "O", "C", "C", "O", "Na", "H", "H", "H", "H", "H", "H", "H"], "xyz": [[-1.88872, -1.31629, 1.69340], [-0.94514, -2.29010, 1.53777], [0.35386, -1.95135, 1.90626], [0.62512, -0.63442, 2.09494], [-1.00508, 0.25520, 1.33588], [-1.27644, -3.31934, 1.74807], [0.82125, -2.55827, 2.69776], [1.38518, 1.39973, -1.09770], [1.26294, -0.00181, -1.09779], [-0.07481, -0.47923, -1.55163], [-1.13578, 0.25932, -0.93416], [-1.00855, 1.65776, -1.23600], [0.26267, 2.11799, -0.52374], [0.12119, 1.87896, 0.80539], [1.88481, 1.13747, 1.98759], [2.09306, -0.41782, -1.67823], [-0.25267, -0.52335, -2.63049], [-1.89352, 2.14684, -0.81151], [-0.95577, 1.78914, -2.32558], [0.46389, 3.17391, -0.77275], [1.44035, -0.68169, -0.02635], [-0.27783, -1.64266, -1.12113]], "forces_ev_per_angstrom": [[-3.653, -6.397, 0.284], [1.740, -1.119, 3.011], [-2.118, -1.256, 1.267], [1.847, -0.215, 1.181], [-1.704, 5.759, -0.294], [0.165, 0.418, -0.868], [0.652, -0.669, -1.517], [-0.091, 0.130, 0.708], [1.064, -2.302, 2.431], [-1.355, -4.214, 0.438], [-0.138, 0.177, -0.836], [0.138, 0.301, -0.361], [0.292, 0.676, -1.339], [2.185, 2.430, -0.380], [0.642, 0.170, -0.070], [-0.389, 0.259, -0.287], [0.117, 0.318, 0.101], [0.152, 0.051, -0.270], [-0.136, 0.086, 0.296], [0.077, -0.312, 0.143], [-0.265, 2.636, -2.282], [0.779, 3.070, -1.358]]}